7
Properties=species:S:1:pos:R:3:forces:R:3:mulliken_spin:R:1 method="wB97M-V/def2-TZVPD" molar_mass_g_mol=112.94 lumo_energy_ha="0.0280 / -0.0740" gap_ev="9.216 / 8.139" de_lowest_kcal_mol=19.20 e_tot_ev=-29193.7279 multiplicity=3 fmax_ev_per_a=2.70 homo_energy_ev="-8.4550 / -10.1531"
C 0.127 0.274 -0.326 2.3 -1.3 0.3 0.008
C 2.569 0.927 1.839 0.4 -2.0 0.3 1.532
O -0.323 0.936 -1.203 -0.7 0.3 0.0 0.006
Cl 3.176 2.327 1.358 0.2 2.3 -0.6 0.254
Cl 3.571 -0.436 1.825 -0.6 -0.4 0.2 0.204
H 1.079 -0.342 -0.450 -0.6 0.4 -0.4 0.003
H -0.178 0.150 0.722 -1.0 0.6 0.1 -0.007

***

9
Properties=species:S:1:pos:R:3:forces:R:3:nbo_charge:R:1 method="wB97M-V/def2-TZVPD" molar_mass_g_mol=161.01 lumo_energy_ha="-0.0692 / -0.0694" gap_ev="7.067 / 7.058" de_lowest_kcal_mol=96.52 e_tot_ev=-42076.9676 multiplicity=1 fmax_ev_per_a=1.63 homo_energy_ev="-8.9493 / -8.9461"
C -0.490 0.421 -0.845 -1.2 1.0 0.5 0.309
C -0.565 -0.724 0.089 0.1 -0.9 0.3 -0.352
O 0.937 1.553 1.266 0.1 -0.2 0.0 -0.708
O 0.358 0.365 -1.773 1.0 -0.3 -0.8 -0.597
S 0.794 2.688 2.198 0.0 0.2 0.1 0.712
Cl 0.661 -2.052 -0.234 0.0 0.1 0.1 -0.111
Cl -2.202 -1.400 -0.044 0.1 0.1 0.0 0.019
H -0.421 -0.400 1.120 0.1 -0.1 -0.3 0.263
H 0.929 -0.453 -1.777 -0.2 0.0 0.2 0.465

***

9
Properties=species:S:1:pos:R:3:forces:R:3:nbo_charge:R:1 method="wB97M-V/def2-TZVPD" molar_mass_g_mol=161.01 lumo_energy_ha=-0.0287 gap_ev=8.938 de_lowest_kcal_mol=38.12 e_tot_ev=-42079.5000 multiplicity=1 fmax_ev_per_a=3.90 homo_energy_ev=-9.7187
C 0.508 0.012 -0.615 1.5 1.5 -1.0 -0.614
C -0.688 0.087 0.204 -1.7 -1.6 -3.1 0.307
O 3.108 -0.092 -0.692 0.9 0.0 -0.6 -0.881
O -0.474 -0.041 1.463 -0.6 0.7 3.5 -0.668
S 1.953 -0.147 0.174 -2.0 0.1 -0.6 1.238
Cl -1.772 1.390 -0.460 0.3 0.2 0.9 -0.038
Cl -1.588 -1.473 -0.415 -0.3 -0.1 0.2 -0.145
H 0.239 0.312 -1.685 1.3 -0.8 1.5 0.284
H -1.286 -0.049 2.027 0.7 0.0 -0.8 0.517

***

8
Properties=species:S:1:pos:R:3:forces:R:3:nbo_charge:R:1 method="wB97M-V/def2-TZVPD" molar_mass_g_mol=145.01 lumo_energy_ha=0.0188 smiles="O/C(Cl)=C(/S)Cl" gap_ev=9.515 de_lowest_kcal_mol=18.05 e_tot_ev=-40032.9858 multiplicity=1 fmax_ev_per_a=1.65 homo_energy_ev=-9.0039
C -0.080 -0.542 0.190 0.6 -0.6 0.7 0.284
C -0.218 0.560 -0.570 0.3 -1.2 -0.2 -0.348
O -1.027 -1.433 0.565 -0.7 1.2 -0.9 -0.657
S 1.138 1.628 -0.953 -0.5 0.4 1.5 0.055
Cl 1.463 -0.983 0.924 -0.3 0.4 -0.3 -0.022
Cl -1.669 0.790 -1.476 -0.3 0.0 0.2 0.037
H -0.652 -2.195 1.003 0.4 -0.1 0.1 0.504
H 1.046 2.175 0.316 0.5 -0.1 -1.1 0.147

***

8
Properties=species:S:1:pos:R:3:forces:R:3:nbo_charge:R:1 method="wB97M-V/def2-TZVPD" molar_mass_g_mol=145.01 lumo_energy_ha=-0.0133 smiles="O=C(CCl)SCl" gap_ev=9.541 de_lowest_kcal_mol=10.70 e_tot_ev=-40033.3044 multiplicity=1 fmax_ev_per_a=3.80 homo_energy_ev=-9.9012
C -0.354 0.344 -0.180 1.1 1.6 0.1 0.372
C 0.411 -0.195 1.081 -0.9 -1.7 -3.3 -0.454
O -0.239 1.522 -0.457 -0.4 -1.7 0.6 -0.510
S -1.098 -0.817 -1.348 0.3 0.4 0.4 0.255
Cl 1.961 -0.771 0.486 0.9 0.3 -0.1 -0.012
Cl -1.188 0.453 -2.912 -0.2 -0.3 0.1 -0.105
H 0.437 0.529 1.786 0.6 2.6 1.9 0.229
H 0.069 -1.066 1.545 -1.4 -1.2 0.5 0.225

***

7
Properties=species:S:1:pos:R:3:forces:R:3:mulliken_spin:R:1 method="wB97M-V/def2-TZVPD" molar_mass_g_mol=125.03 lumo_energy_ha="0.0255 / -0.1123" gap_ev="5.905 / 7.989" de_lowest_kcal_mol=22.02 e_tot_ev=-35023.6589 multiplicity=3 fmax_ev_per_a=11.62 homo_energy_ev="-5.2108 / -11.0451"
C 1.117 -0.009 1.109 6.7 -0.3 2.8 0.997
C -0.010 -0.023 0.619 -10.4 -0.5 -5.2 0.791
Si -2.009 0.040 -0.329 4.1 1.9 1.3 0.128
Cl -2.902 -1.627 0.248 -0.3 -0.9 0.0 0.016
Cl -3.215 1.606 0.192 -0.4 0.3 0.4 0.050
H 2.030 0.081 1.632 0.2 0.4 0.4 0.012
H -1.755 0.488 -1.728 0.2 -0.9 0.4 0.006

***

11
Properties=species:S:1:pos:R:3:forces:R:3:nbo_charge:R:1 method="wB97M-V/def2-TZVPD" molar_mass_g_mol=217.48 lumo_energy_ha="-0.0521 / -0.0485" gap_ev="8.012 / 7.489" de_lowest_kcal_mol=86.18 e_tot_ev=-55704.5410 multiplicity=1 fmax_ev_per_a=4.77 homo_energy_ev="-9.4284 / -8.8084"
C -1.153 0.083 -1.061 -4.6 -0.9 0.7 0.444
C 0.283 0.401 -1.089 0.3 -3.4 1.6 0.064
F -1.664 0.597 0.161 0.4 -0.5 -1.1 -0.368
F -1.982 0.725 -2.036 1.5 0.4 0.5 -0.376
F 0.969 -0.594 -1.754 0.0 0.7 0.0 -0.356
Si 1.094 -0.289 1.741 -2.0 1.2 -2.0 1.195
Cl 2.931 -0.961 1.548 1.0 -0.4 0.0 -0.313
Cl -0.228 -1.737 2.303 0.3 0.3 0.0 -0.329
Cl 0.979 1.382 2.905 0.0 -0.4 -0.2 -0.329
H -1.672 -0.951 -1.226 2.3 1.2 0.9 0.187
H 0.443 1.345 -1.493 0.8 1.8 -0.4 0.180

***

12
Properties=species:S:1:pos:R:3:forces:R:3:nbo_charge:R:1 method="wB97M-V/def2-TZVPD" molar_mass_g_mol=210.40 lumo_energy_ha="-0.1129 / -0.0903" gap_ev="7.944 / 8.162" de_lowest_kcal_mol=16.84 e_tot_ev=-49347.2536 multiplicity=1 fmax_ev_per_a=4.03 homo_energy_ev="-11.0175 / -10.6182"
C -0.086 -0.306 0.241 0.6 -0.6 2.4 0.123
C -1.422 -0.611 1.336 -0.6 -0.7 0.0 0.251
O -2.291 -1.316 0.573 -0.3 -0.5 0.6 -0.681
Cl -0.962 -1.514 2.817 0.1 0.5 -0.7 0.019
Cl -2.086 0.982 1.784 0.3 -0.2 -0.1 0.016
O -0.663 0.037 -0.792 0.4 0.5 -0.5 -0.334
O 3.679 1.613 -2.077 -2.9 0.6 -0.8 -0.243
N 2.622 1.956 -2.589 2.9 1.4 -2.4 0.500
O 2.450 2.607 -3.637 -0.1 -2.0 3.2 -0.257
Cl 1.064 -1.781 0.226 -0.6 0.5 -0.2 -0.143
H 0.395 0.359 1.016 0.0 0.1 -1.1 0.242
H -2.700 -2.026 1.103 0.2 0.4 -0.3 0.506